[1]
The following is a quantum chemistry calculation of a structure of composition C56H42N4O2P2V, from the OMol25 dataset.

Geometry as XYZ:
```
107
C56H42N4O2P2V (the ωB97M-V functional and the def2-TZVPD basis)
V 0.07 0.13 0.23
O 2.82 2.66 0.57
C 4.03 2.17 0.11
C 5.25 2.79 0.33
C 6.40 2.23 -0.22
C 6.33 1.08 -0.98
C 5.12 0.42 -1.13
C 3.96 0.95 -0.56
P 2.52 -0.11 -0.31
C 2.73 -1.41 -1.54
C 3.54 -2.54 -1.37
C 3.70 -3.45 -2.40
C 3.06 -3.23 -3.62
C 2.27 -2.11 -3.81
C 2.10 -1.20 -2.77
C 2.80 -0.70 1.39
C 4.03 -1.15 1.87
C 4.17 -1.55 3.19
C 3.09 -1.48 4.06
C 1.86 -1.00 3.62
C 1.74 -0.62 2.30
C 2.35 3.87 0.10
C 3.14 4.93 -0.32
C 2.54 6.13 -0.68
C 1.17 6.30 -0.61
C 0.38 5.22 -0.24
C 0.96 3.99 0.08
P -0.17 2.62 0.38
C -0.97 3.05 1.94
C -2.12 3.83 2.08
C -2.56 4.19 3.34
C -1.86 3.78 4.47
C -0.71 3.01 4.34
C -0.27 2.65 3.08
C -1.23 2.57 -1.09
C -2.26 3.44 -1.47
C -2.92 3.24 -2.68
C -2.57 2.20 -3.52
C -1.56 1.32 -3.16
C -0.90 1.52 -1.96
H 5.31 3.67 0.95
H 7.35 2.72 -0.06
H 7.23 0.67 -1.43
H 5.08 -0.51 -1.67
H 4.04 -2.71 -0.42
H 4.33 -4.31 -2.26
H 3.20 -3.94 -4.43
H 1.79 -1.93 -4.76
H 1.51 -0.31 -2.94
H 4.89 -1.18 1.21
H 5.12 -1.91 3.54
H 3.21 -1.78 5.09
H 1.02 -0.92 4.30
H 0.74 -0.22 2.03
H 4.21 4.85 -0.38
H 3.17 6.95 -1.00
H 0.71 7.25 -0.86
H -0.69 5.34 -0.22
H -2.68 4.17 1.22
H -3.45 4.80 3.45
H -2.21 4.07 5.45
H -0.16 2.71 5.22
H 0.65 2.08 2.98
H -2.54 4.27 -0.85
H -3.70 3.93 -2.97
H -3.09 2.07 -4.46
H -1.27 0.51 -3.82
H -0.04 0.86 -1.75
C -8.59 -10.48 -1.09
O -8.93 -9.12 -0.87
C -7.95 -8.22 -0.74
C -6.59 -8.51 -0.83
C -5.67 -7.49 -0.68
C -6.07 -6.18 -0.44
C -7.45 -5.90 -0.35
C -8.37 -6.90 -0.50
C -5.07 -5.15 -0.29
N -3.76 -5.35 -0.27
C -3.21 -4.12 -0.12
C -4.19 -3.14 -0.04
N -5.37 -3.81 -0.14
C -3.87 -1.77 0.18
C -4.82 -0.75 0.38
C -4.37 0.52 0.65
C -3.00 0.77 0.70
N -2.08 -0.16 0.49
C -2.50 -1.43 0.25
C -1.49 -2.43 0.13
N -0.19 -2.02 0.25
C 0.74 -2.96 0.34
C 0.48 -4.33 0.23
C -0.81 -4.75 0.02
C -1.83 -3.79 -0.01
H -9.53 -11.02 -1.13
H -7.99 -10.87 -0.26
H -8.06 -10.61 -2.03
H -6.24 -9.51 -1.01
H -4.61 -7.71 -0.75
H -7.81 -4.90 -0.15
H -9.43 -6.70 -0.43
H -6.30 -3.43 -0.15
H -5.88 -0.96 0.34
H -5.06 1.33 0.83
H -2.66 1.77 0.93
H 1.75 -2.64 0.51
H 1.30 -5.03 0.31
H -1.07 -5.80 -0.08
```

Output
gap between HOMO and LUMO (spin up / spin down) = 3.01 / 3.91 eV
net charge = +3
lowest unoccupied orbital energy (spin up / spin down) = -0.375 / -0.342 Eh
spin multiplicity = 3
E = -4154.5847 a.u.

=====

[2]
The following is a quantum chemistry calculation of a cluster of 2 separate species, C4H16N3O in total in a non-equilibrium geometry, from the OMol25 dataset.

Geometry as XYZ:
```
24
C4H16N3O (the ωB97M-V functional and the def2-TZVPD basis)
N 0.96 0.66 1.01
C 1.39 -0.21 -0.11
C 0.18 -0.82 -0.78
N -0.89 -1.04 0.16
C -2.26 -0.68 -0.17
C -2.48 0.74 -0.70
N -1.80 1.84 0.02
H 0.43 0.03 1.61
H 0.12 1.27 0.70
H 1.72 1.02 1.59
H 2.12 -0.93 0.16
H 1.97 0.37 -0.78
H 0.57 -1.75 -1.20
H -0.10 -0.26 -1.67
H -0.88 -1.84 0.75
H -2.78 -1.30 -0.88
H -2.80 -0.73 0.77
H -3.55 0.86 -0.84
H -2.02 0.74 -1.67
H -1.62 2.58 -0.65
H -2.35 2.16 0.80
H 4.99 -0.90 -0.09
H 4.79 -1.03 1.41
O 4.30 -0.82 0.58
```

Output
gap between HOMO and LUMO = 9.95 eV
net charge = +1
lowest unoccupied orbital energy = -0.101 Eh
spin multiplicity = 1
E = -401.2628 a.u.

=====

[3]
The following is a quantum chemistry calculation of a structure of composition C8H32N16O8Y in a non-equilibrium geometry, from the OMol25 dataset.

Geometry as XYZ:
```
65
C8H32N16O8Y (the ωB97M-V functional and the def2-TZVPD basis)
Y 0.20 0.02 -0.05
C -2.69 2.08 -0.95
O -1.79 1.35 -0.66
N -2.95 3.15 -0.26
N -3.46 2.05 -1.99
H -3.58 3.80 -0.68
H -2.34 3.37 0.52
H -4.01 2.88 -2.18
H -3.32 1.39 -2.75
C 1.01 -3.56 -0.31
O 0.60 -2.41 -0.25
N 0.49 -4.61 0.32
N 2.10 -4.12 -0.85
H 0.88 -5.51 0.09
H -0.37 -4.46 0.83
H 2.28 -5.11 -0.90
H 2.70 -3.57 -1.45
C 2.08 -1.65 2.71
O 1.36 -0.97 1.99
N 3.31 -1.40 2.90
N 1.64 -2.66 3.32
H 3.85 -2.00 3.50
H 3.58 -0.54 2.43
H 2.37 -3.18 3.78
H 0.69 -3.00 3.22
C 2.22 2.18 1.89
O 1.30 1.60 1.27
N 2.06 3.21 2.69
N 3.51 1.89 1.83
H 1.11 3.53 2.85
H 2.83 3.61 3.21
H 3.74 1.09 1.26
H 4.31 2.32 2.27
C -2.49 -2.00 -0.80
O -1.75 -1.22 -0.29
N -2.86 -3.13 -0.28
N -3.19 -1.81 -1.89
H -2.54 -3.24 0.68
H -3.55 -3.70 -0.73
H -3.34 -0.93 -2.36
H -3.61 -2.56 -2.42
C 1.08 2.96 -1.82
O 0.69 1.88 -1.38
N 1.97 2.99 -2.70
N 0.73 4.13 -1.52
H 2.40 3.83 -3.04
H 2.49 2.14 -2.86
H 0.23 4.33 -0.67
H 1.16 4.93 -1.97
C 0.24 -0.42 -3.51
O -0.12 -0.55 -2.34
N 1.44 -0.59 -3.97
N -0.56 -0.11 -4.52
H 2.30 -0.69 -3.45
H 1.59 -0.61 -4.97
H -0.10 0.09 -5.39
H -1.56 -0.21 -4.43
C -1.75 0.39 2.93
O -1.04 0.24 1.94
N -2.24 1.57 3.32
N -2.16 -0.54 3.70
H -2.53 1.61 4.29
H -2.02 2.40 2.80
H -2.09 -1.50 3.40
H -2.53 -0.43 4.64
```

Output
gap between HOMO and LUMO = 10.15 eV
net charge = +3
lowest unoccupied orbital energy = -0.260 Eh
spin multiplicity = 1
E = -1839.9860 a.u.

=====

[4]
The following is a quantum chemistry calculation of a cluster of 4 separate species, C8H24O4S4 in total in a non-equilibrium geometry, from the OMol25 dataset.

Geometry as XYZ:
```
40
C8H24O4S4 (the ωB97M-V functional and the def2-TZVPD basis)
C -4.52 -0.43 -4.06
S -5.99 -1.33 -4.72
O -5.62 -1.99 -6.04
C -5.78 -2.76 -3.55
H -3.69 -1.10 -3.83
H -4.72 0.08 -3.12
H -4.23 0.28 -4.84
H -4.78 -3.18 -3.66
H -6.44 -3.56 -3.90
H -5.93 -2.42 -2.53
C -0.08 -3.84 2.01
S -1.17 -4.28 0.57
O -0.39 -4.10 -0.72
C -1.52 -6.08 0.89
H 0.65 -4.55 2.39
H -0.69 -3.56 2.88
H 0.44 -2.92 1.76
H -0.53 -6.54 0.90
H -2.06 -6.46 0.02
H -1.95 -6.36 1.86
C -0.22 3.41 0.62
S -0.07 1.97 -0.58
O -1.29 1.09 -0.24
C -0.20 2.95 -2.29
H -1.27 3.73 0.65
H 0.58 4.13 0.45
H -0.19 3.05 1.65
H -0.19 2.30 -3.17
H 0.59 3.69 -2.32
H -1.14 3.50 -2.33
C 5.25 4.31 4.18
S 6.04 2.60 4.12
O 7.22 2.72 5.09
C 7.01 2.91 2.58
H 4.17 4.15 4.18
H 5.53 4.94 3.33
H 5.65 4.68 5.12
H 7.56 2.06 2.17
H 7.63 3.80 2.75
H 6.38 3.09 1.72
```

Output
gap between HOMO and LUMO = 8.90 eV
net charge = 0
lowest unoccupied orbital energy = 0.005 Eh
spin multiplicity = 1
E = -2212.7006 a.u.

=====

[5]
The following is a quantum chemistry calculation of an isolated molecule of C2H3N2OP in a non-equilibrium geometry, from the OMol25 dataset.

Geometry as XYZ:
```
9
C2H3N2OP (the ωB97M-V functional and the def2-TZVPD basis)
C 0.51 -0.22 -0.04
C 0.29 -1.50 0.05
N -0.55 0.67 -0.07
N -1.80 0.28 0.08
O -2.61 1.49 0.02
P -2.59 -1.13 0.01
H 1.53 0.27 0.09
H 0.54 -2.45 -0.26
H -2.30 2.19 -0.70
```

Output
gap between HOMO and LUMO (spin up / spin down) = 6.77 / 6.77 eV
net charge = 0
lowest unoccupied orbital energy (spin up / spin down) = -0.044 / -0.044 Eh
spin multiplicity = 1
E = -603.8367 a.u.

=====

[6]
The following is a quantum chemistry calculation of a cluster of 2 separate species, C4H12NO2 in total in a non-equilibrium geometry, from the OMol25 dataset.

Geometry as XYZ:
```
19
C4H12NO2 (the ωB97M-V functional and the def2-TZVPD basis)
C 0.56 -0.74 -1.09
N 1.32 0.38 -0.55
C 1.95 0.03 0.73
O 1.09 -0.25 1.73
C -0.84 -0.37 -1.54
C -1.83 -0.23 -0.37
H 0.55 -1.61 -0.41
H 1.09 -1.13 -1.98
H 0.65 1.11 -0.31
H 2.66 0.86 0.95
H 2.58 -0.87 0.53
H -0.87 0.52 -2.19
H -1.20 -1.14 -2.23
H -1.33 -0.24 0.59
H -2.60 -1.02 -0.36
H -2.40 0.68 -0.45
H -1.17 1.27 2.65
H 0.22 1.00 2.04
O -0.43 1.75 2.27
```

Output
gap between HOMO and LUMO = 7.45 eV
net charge = -1
lowest unoccupied orbital energy = 0.152 Eh
spin multiplicity = 1
E = -364.8462 a.u.

=====

Across the entries above, ΔE to the lowest compared entry with this formula, charge and spin takes the values 2.395 0.939 4.765 2.221 7.213 0.253 eV, respectively.